(1)
Density functional theory data (ωB97M-V with the def2-TZVPD basis set) for an isolated molecule of C6H12O.

Values from the calculation:
**Highest occupied orbital energy**: -9.69 eV
**Total energy**: -8463.960 eV
**Structure (SMILES)**: CCC(C=O)CC
**HOMO-LUMO gap**: 10.80 eV
**Energy above the lowest of the compared OMol25 structures with the same formula, charge and spin**: 0.394 eV

```
! RIJCOSX wB97M-V def2-TZVPD def2/J DEFGRID3
* xyz 0 1
C 0.219 2.007 -1.592
C -0.545 1.238 -0.516
C 0.213 -0.003 -0.009
C 0.128 -1.077 -1.072
O 1.040 -1.466 -1.761
C -0.389 -0.545 1.293
C 0.364 -1.752 1.856
H -0.384 2.826 -1.997
H 1.137 2.439 -1.179
H 0.508 1.354 -2.424
H -0.752 1.897 0.337
H -1.527 0.925 -0.900
H 1.275 0.239 0.130
H -0.897 -1.505 -1.192
H -1.439 -0.811 1.106
H -0.407 0.263 2.036
H -0.220 -2.253 2.635
H 1.322 -1.452 2.294
H 0.580 -2.495 1.079
*
```

Atomic partial charges in e from the Löwdin method, atoms 1 to 2: number 1, C, carries -0.10; number 2, C, carries -0.23



(2)
Density functional theory data (ωB97M-V with the def2-TZVPD basis set) for an isolated molecule of C6H12O.

Values from the calculation:
**Highest occupied orbital energy (alpha / beta)**: -7.47 / -7.61 eV
**Total energy**: -8458.287 eV
**HOMO-LUMO gap (alpha / beta)**: 8.13 / 8.03 eV
**Energy above the lowest of the compared OMol25 structures with the same formula, charge and spin**: 6.067 eV

```
! RIJCOSX wB97M-V def2-TZVPD def2/J DEFGRID3
* xyz 0 1
C -2.291 0.719 -0.096
C -1.229 -0.191 0.506
C -0.394 -0.868 -0.624
O 0.810 -1.376 -0.171
C 1.442 -0.118 -0.007
C 2.447 0.118 -1.130
C -0.309 0.433 1.437
H -2.848 0.212 -0.892
H -1.818 1.606 -0.535
H -3.004 1.054 0.665
H -1.685 -1.066 1.001
H -0.926 -1.601 -1.248
H 0.438 0.426 -0.578
H 1.964 -0.034 0.949
H 3.281 -0.587 -1.038
H 2.848 1.136 -1.068
H 1.972 -0.016 -2.107
H -0.432 1.481 1.703
H 0.182 -0.189 2.180
*
```

Atomic partial charges in e from the Löwdin method, atoms 1 to 2: number 1, C, carries -0.08; number 2, C, carries -0.47



(3)
Density functional theory data (ωB97M-V with the def2-TZVPD basis set) for a cluster of 2 separate species, C6H12O in total.

Values from the calculation:
**Highest occupied orbital energy (alpha / beta)**: -7.94 / -9.25 eV
**Total energy**: -8458.501 eV
**HOMO-LUMO gap (alpha / beta)**: 7.56 / 9.67 eV
**Energy above the lowest of the compared OMol25 structures with the same formula, charge and spin**: 5.853 eV

```
! RIJCOSX wB97M-V def2-TZVPD def2/J DEFGRID3
* xyz 0 1
C -0.481 1.406 -1.569
C -0.472 0.092 -1.364
O -1.558 -0.751 -1.522
C 0.744 -0.647 -0.884
C 0.535 -1.440 0.416
C -0.025 -0.684 1.683
C 0.366 0.757 1.688
H 0.473 1.927 -1.521
H -0.751 3.009 1.212
H -1.365 2.013 -1.745
H -1.810 -0.744 -2.453
H 1.033 -1.373 -1.655
H 1.566 0.067 -0.769
H -0.138 -2.279 0.208
H 1.508 -1.875 0.674
H 0.359 -1.223 2.563
H -1.115 -0.807 1.700
H 1.095 1.103 2.416
H 0.035 1.448 0.922
*
```

Atomic partial charges in e from the Löwdin method, atoms 1 to 2: number 1, C, carries 0.03; number 2, C, carries -0.42



(4)
Density functional theory data (ωB97M-V with the def2-TZVPD basis set) for a structure of composition C6H12O.

Values from the calculation:
**Highest occupied orbital energy**: -7.42 eV
**Total energy**: -8459.511 eV
**HOMO-LUMO gap**: 8.39 eV
**Energy above the lowest of the compared OMol25 structures with the same formula, charge and spin**: 4.843 eV

```
! RIJCOSX wB97M-V def2-TZVPD def2/J DEFGRID3
* xyz 0 1
C -0.709 1.129 1.366
C -0.395 0.723 -0.072
C 1.072 0.943 -0.483
C 0.728 0.060 -2.031
O 0.156 -1.100 -1.511
C -0.696 -0.757 -0.415
C -0.388 -1.750 0.695
H -0.519 2.198 1.511
H -1.767 0.952 1.594
H -0.110 0.577 2.098
H -0.984 1.340 -0.756
H 1.707 0.660 0.389
H 1.308 1.967 -0.768
H 1.768 0.164 -1.159
H 1.588 -0.236 -2.661
H -1.746 -0.853 -0.721
H 0.638 -1.622 1.059
H -1.075 -1.639 1.541
H -0.479 -2.769 0.306
*
```

Atomic partial charges in e from the Löwdin method, atoms 1 to 2: number 1, C, carries -0.07; number 2, C, carries -0.35



(5)
Density functional theory data (ωB97M-V with the def2-TZVPD basis set) for an isolated molecule of C6H12O.

Values from the calculation:
**Highest occupied orbital energy**: -8.53 eV
**Total energy**: -8461.771 eV
**HOMO-LUMO gap**: 9.45 eV
**Energy above the lowest of the compared OMol25 structures with the same formula, charge and spin**: 2.583 eV

```
! RIJCOSX wB97M-V def2-TZVPD def2/J DEFGRID3
* xyz 0 1
C -0.612 -1.919 -0.667
C -0.457 -0.501 -0.117
C -1.629 0.369 -0.573
C 0.902 0.088 -0.525
C 1.294 1.393 0.210
C 1.796 0.926 1.550
O 0.774 0.999 2.388
H 0.187 -2.579 -0.311
H -1.571 -2.353 -0.359
H -0.585 -1.919 -1.764
H -0.488 -0.558 0.980
H -2.583 -0.097 -0.298
H -1.621 0.489 -1.664
H -1.607 1.367 -0.123
H 0.915 0.257 -1.610
H 2.116 1.875 -0.329
H 0.447 2.091 0.274
H 1.689 -0.651 -0.318
H 1.061 0.603 3.224
*
```

Atomic partial charges in e from the Löwdin method, atoms 1 to 2: number 1, C, carries -0.09; number 2, C, carries -0.45



(6)
Density functional theory data (ωB97M-V with the def2-TZVPD basis set) for an isolated molecule of C6H12O.

Values from the calculation:
**Highest occupied orbital energy**: -9.54 eV
**Total energy**: -8463.300 eV
**Structure (SMILES)**: C[C@H]1OCC1(C)C
**HOMO-LUMO gap**: 10.48 eV
**Energy above the lowest of the compared OMol25 structures with the same formula, charge and spin**: 1.054 eV

```
! RIJCOSX wB97M-V def2-TZVPD def2/J DEFGRID3
* xyz 0 1
C 1.750 -0.188 -1.239
C 1.100 0.309 0.035
O 0.848 1.726 -0.013
C -0.555 1.533 0.195
C -0.402 0.005 0.305
C -0.696 -0.543 1.701
C -1.140 -0.802 -0.756
H 2.736 0.272 -1.352
H 1.878 -1.276 -1.214
H 1.153 0.078 -2.116
H 1.740 0.063 0.896
H -1.149 1.882 -0.662
H -0.914 2.036 1.104
H 0.039 -0.198 2.436
H -0.692 -1.639 1.711
H -1.684 -0.212 2.044
H -0.796 -1.843 -0.764
H -1.000 -0.394 -1.763
H -2.217 -0.809 -0.548
*
```

Atomic partial charges in e from the Löwdin method, atoms 1 to 2: number 1, C, carries -0.04; number 2, C, carries -0.33